Entry 1:
ORCA calculation (ωB97M-V/def2-TZVPD) on a structure of composition C42H30CoN4O6PS at a distorted geometry.

The spin multiplicity is 5. As for the net charge: 0. The value obtained for the frontier orbital gap (spin up / spin down) is 5.7 / 7.2 eV. As for the LUMO energy (spin up / spin down): -0.5248 / -0.7791 eV. The total energy is -4411.203920 Eh.

Atoms and positions in Å:
Co -0.02 -2.06 1.33
S 4.78 1.53 3.06
P 1.56 -1.63 -0.33
O 1.59 -0.40 2.99
O 0.71 -2.50 2.98
O 5.47 1.44 4.31
O -4.34 2.63 -4.38
O -1.57 -3.14 0.77
O 5.54 1.77 1.87
N -6.30 -0.48 0.77
N -6.51 0.71 0.31
N 3.85 0.16 2.85
N -1.47 -0.50 1.21
C 2.10 4.59 3.59
C 1.93 0.14 -0.58
C 2.89 -2.32 1.93
C 5.12 -3.44 0.75
C 3.02 -2.30 0.55
C -4.91 2.05 -3.29
C 2.27 1.86 3.29
C -2.54 1.62 1.44
C 4.98 -3.47 2.13
C 3.40 2.65 3.23
C -5.15 -1.07 1.07
C -3.92 -3.18 1.18
C 1.65 -3.69 -2.16
C -6.22 2.43 -1.31
C -2.69 -1.09 1.12
C 0.86 0.95 -0.94
C 3.35 4.02 3.37
C 2.42 -2.14 -4.33
C -3.56 1.80 -5.22
C 3.85 -2.93 2.73
C -4.79 0.70 -2.97
C -3.89 -0.35 1.18
C -1.41 0.81 1.36
C 1.04 2.31 -1.16
C 2.61 0.45 3.03
C -3.79 1.04 1.35
C 1.03 2.42 3.55
C 2.31 2.86 -1.03
C 3.39 2.05 -0.70
C 1.62 -1.77 2.51
C 1.79 -2.30 -2.01
C 1.92 -4.29 -3.38
C 4.14 -2.87 -0.05
C -2.69 -2.53 1.01
C -6.04 1.08 -0.92
C -5.11 -2.48 1.23
C 0.96 3.80 3.69
C 3.20 0.69 -0.47
C 2.31 -3.52 -4.46
C -5.37 0.22 -1.80
C -5.66 2.90 -2.47
C 2.16 -1.53 -3.11
H -3.92 -4.26 1.25
H -2.73 1.34 -4.68
H 4.39 2.46 -0.62
H 2.53 -3.99 -5.41
H -3.16 2.45 -6.00
H 5.74 -3.93 2.74
H 4.25 4.62 3.32
H -4.68 1.64 1.43
H 2.02 5.67 3.69
H -6.05 -3.00 1.31
H 0.20 2.94 -1.43
H 0.15 1.80 3.64
H -5.77 3.93 -2.78
H 1.34 -4.28 -1.31
H -5.31 -0.83 -1.58
H -6.80 3.08 -0.67
H 4.05 0.07 -0.19
H 2.72 -1.54 -5.17
H -4.16 1.02 -5.69
H 4.24 -2.87 -1.13
H 0.00 4.27 3.89
H -4.26 0.01 -3.61
H -0.42 1.24 1.42
H 1.83 -5.36 -3.48
H 2.26 -0.46 -3.01
H -0.13 0.51 -1.06
H 3.74 -2.95 3.80
H -2.43 2.69 1.56
H 2.47 3.92 -1.19
H 6.00 -3.88 0.28


Entry 2:
ORCA calculation (ωB97M-V/def2-TZVPD) on a structure of composition C42H31F9NO2P2Pt.

The spin multiplicity is 5. As for the net charge: +3. The value obtained for the frontier orbital gap (spin up / spin down) is 6.8 / 5.2 eV. As for the LUMO energy (spin up / spin down): -8.9048 / -11.8647 eV. The total energy is -3524.068511 Eh.

Atoms and positions in Å:
Pt -0.52 0.71 0.89
P 1.35 -2.01 0.60
P -0.71 1.70 -1.26
F -3.60 2.82 3.30
F -1.68 3.73 1.31
F 0.20 4.04 2.31
F -2.88 1.39 1.83
F -0.64 1.30 5.24
F 0.27 3.22 4.87
F -1.82 3.10 5.42
F -1.63 4.77 3.21
F -2.92 0.87 3.92
O -0.36 1.48 2.67
O -1.70 -0.97 -0.02
N 0.84 -0.67 -0.36
C -3.43 2.02 -1.27
C -2.49 -1.80 -2.14
C -4.54 3.88 -2.32
C -0.71 0.02 -2.06
C -0.27 -2.64 1.11
C -1.54 -2.17 0.72
C -3.32 4.41 -2.71
C 1.71 -4.49 -0.56
C -1.39 -4.34 2.43
C 1.70 2.09 -2.62
C 1.53 -0.85 3.08
C 2.15 4.51 -1.31
C -2.70 1.88 3.11
C -2.62 -3.86 2.02
C -2.69 -2.76 1.17
C -1.08 3.79 2.53
C 1.23 -1.57 -2.66
C 0.78 2.57 -1.69
C 3.07 4.03 -2.24
C 2.20 -0.40 4.20
C -0.85 2.52 4.75
C 3.57 -0.56 4.30
C 2.43 -5.42 -1.29
C -2.14 3.76 -2.38
C 2.84 2.83 -2.90
C 4.22 -3.82 -1.57
C -0.98 0.15 -3.54
C 3.50 -2.89 -0.85
C 1.01 3.78 -1.03
C 2.25 -3.22 -0.33
C -2.54 -1.70 -3.54
C 3.63 -1.62 2.15
C 3.68 -5.09 -1.79
C 4.28 -1.18 3.28
C -4.60 2.68 -1.61
C -1.23 2.41 3.23
C -1.82 -0.68 -4.20
C 2.24 -1.44 2.03
C 0.56 -0.73 -1.63
C -0.23 -3.72 1.99
C -2.20 2.56 -1.66
C -1.71 -0.94 -1.43
H 4.25 -5.82 -2.35
H -1.95 -0.54 -5.27
H 2.33 5.45 -0.81
H -3.65 -2.34 0.89
H 0.89 -1.30 -3.65
H -3.48 1.10 -0.70
H 3.96 4.61 -2.47
H 0.73 -4.09 2.34
H 0.45 -0.74 3.04
H -1.32 -5.18 3.11
H 5.19 -3.57 -1.98
H -1.19 4.18 -2.68
H 4.19 -2.14 1.39
H 1.64 0.05 5.01
H 3.55 2.47 -3.63
H 2.31 -1.42 -2.59
H 1.53 1.17 -3.16
H -3.53 -4.33 2.37
H 2.02 -6.40 -1.46
H -5.56 2.27 -1.32
H -3.18 -2.37 -4.10
H 1.05 -2.63 -2.51
H -0.47 0.94 -4.07
H 0.30 4.16 -0.30
H -3.10 -2.52 -1.62
H -5.45 4.39 -2.58
H 0.73 -4.76 -0.18
H 3.92 -1.89 -0.71
H 5.35 -1.32 3.37
H -3.28 5.34 -3.26
H 4.09 -0.23 5.19


Entry 3:
ORCA calculation (ωB97M-V/def2-TZVPD) on a structure of composition C42H32N5O7P3S3Zr at a distorted geometry.

The spin multiplicity is 1. As for the net charge: 0. The value obtained for the frontier orbital gap is 6.6 eV. As for the LUMO energy: -0.7200 eV. The total energy is -4686.250196 Eh.

Atoms and positions in Å:
Zr -0.44 0.68 -1.54
S 1.87 5.15 -1.30
S -0.40 1.53 -4.07
S 1.92 -0.12 -2.64
P -2.87 2.55 -1.68
P -3.75 1.42 0.82
P -1.01 -0.88 1.76
O -1.89 3.67 -2.23
O -3.48 1.55 2.39
O -1.08 1.95 0.25
O -4.30 2.86 -1.88
O -3.64 0.07 0.26
O -5.10 2.19 0.59
O -2.33 1.18 -2.16
N 0.96 2.80 -1.42
N 1.37 0.51 0.03
N 2.93 1.46 1.28
N 6.08 1.06 -7.01
N 3.01 2.91 -9.01
C 3.45 0.60 -4.77
C 2.22 -0.50 0.55
C -0.50 -3.58 1.71
C 1.03 3.90 -2.09
C 5.02 1.11 -6.57
C -2.45 2.56 0.13
C 2.31 -1.86 0.28
C 2.86 2.44 -7.98
C -0.70 -2.61 -0.52
C -0.65 -2.47 0.91
C -1.05 -3.12 -3.27
C -2.56 -1.26 4.15
C 2.10 -1.06 4.54
C 1.89 1.64 0.46
C 2.19 0.67 -4.17
C 3.32 -2.57 0.90
C 1.63 2.91 -0.22
C -0.78 -4.15 -2.44
C 2.65 1.84 -6.67
C 4.20 -0.60 2.00
C 1.98 0.19 5.13
C 1.41 1.93 -6.07
C -2.47 -1.44 2.77
C -0.61 -3.93 -1.04
C -4.73 -2.31 4.19
C 1.17 1.37 -4.82
C -3.69 -1.69 4.85
C 0.14 0.68 3.66
C 3.69 1.18 -6.01
C -0.31 -4.86 1.17
C 2.16 4.12 0.03
C -4.65 -2.51 2.81
C -2.49 3.91 0.80
C -1.07 -1.81 -2.77
C 4.24 -1.95 1.76
C 3.18 0.10 1.36
C 0.23 -0.59 3.08
C -0.37 -5.03 -0.19
C 1.00 1.06 4.68
C 1.24 -1.45 3.52
C -0.87 -1.51 -1.44
C -3.53 -2.08 2.11
H 1.66 -2.34 -0.43
H 4.25 0.08 -4.26
H -1.13 1.14 0.85
H 5.03 -2.55 2.22
H -1.76 -0.78 4.69
H 0.60 4.02 -3.08
H -1.26 -1.02 -3.49
H -2.38 3.81 1.87
H -0.57 -3.47 2.78
H -1.79 3.62 -3.20
H -0.27 -6.01 -0.63
H -0.71 -5.17 -2.81
H -3.78 0.77 2.88
H -5.46 -2.99 2.28
H 3.41 -3.63 0.69
H -3.48 -2.24 1.04
H 1.36 -2.42 3.06
H -1.22 -3.30 -4.33
H -5.60 -2.65 4.73
H -0.15 -5.71 1.82
H 2.66 0.48 5.92
H 0.60 2.44 -6.59
H 2.88 -1.74 4.86
H 2.74 4.45 0.89
H 0.89 2.04 5.14
H -3.45 4.39 0.58
H -0.62 1.37 3.32
H 4.93 -0.10 2.62
H -3.73 -1.55 5.93
H 3.49 2.19 1.68
H -1.70 4.55 0.40
H -5.15 2.51 -0.35